Entry 1:
9
Properties=species:S:1:pos:R:3:forces:R:3 method="wB97M-V/def2-TZVPD" de_lowest_kj_mol=357.62 smiles="C#C/C=N/N"
C -0.101 0.147 -0.095 -0.8 2.1 0.4
C -1.470 -0.214 0.009 0.9 -0.5 -0.2
C -2.658 -0.284 0.074 -4.4 0.8 -1.1
H 2.824 -0.844 -0.022 -0.7 1.3 0.4
H 2.255 0.769 0.402 0.4 1.1 0.4
H -0.042 1.270 -0.171 0.6 -0.9 0.1
H -3.801 -0.116 -0.164 3.1 -0.8 1.0
N 2.090 -0.113 -0.003 2.9 -1.5 -0.9
N 0.903 -0.613 -0.031 -2.1 -1.6 -0.1

=====

Entry 2:
9
Properties=species:S:1:pos:R:3:forces:R:3 method="wB97M-V/def2-TZVPD" de_lowest_kj_mol=485.96
C -0.069 -0.389 0.233 -1.8 -4.3 2.4
C -0.396 0.891 -0.313 0.1 3.5 -3.8
C -0.687 1.823 -1.103 1.7 -6.5 5.3
H 2.079 -0.531 -0.242 -4.4 -3.1 0.5
H 1.349 -1.967 0.690 -1.5 1.8 -1.0
H -1.584 -0.156 1.502 1.4 -3.6 -2.7
H -0.714 2.664 -1.630 -0.5 3.0 -1.9
N 1.012 -1.266 -0.044 5.8 3.8 -1.2
N -0.990 -1.069 0.906 -0.9 5.4 2.4

=====

Number 1: frontier orbital gap 9.491 eV, calculated total energy -226.08898 hartree. Number 2: frontier orbital gap 9.341 eV, calculated total energy -226.04009 hartree.